Record 1
{
  "formula": "C3H8N2S",
  "method": "ωB97M-V/def2-TZVPD",
  "elements": ["H", "H", "H", "C", "S", "C", "H", "C", "H", "N", "H", "H", "N", "H"],
  "coordinates": [[-1.84783, -0.36656, 2.34943], [-0.54471, 0.71913, -1.38196], [-2.72603, 1.65001, 1.16413], [-1.34879, 0.51245, 0.53859], [0.55275, -1.21899, -0.64458], [2.17312, -0.70914, -1.13420], [-0.79202, -1.29598, 1.44675], [-0.20494, 0.40689, -0.42550], [2.81234, -1.52069, -0.87544], [-2.05070, 1.58367, 0.41191], [0.51990, 1.08984, -0.07760], [2.30420, -0.55035, -2.21599], [-1.39804, -0.48010, 1.47063], [2.55074, 0.17981, -0.62616]],
  "lowdin_charge": [0.09, 0.07, 0.03, -0.57, 0.83, -0.44, 0.05, -0.43, 0.01, 0.10, 0.07, 0.05, 0.11, 0.04],
  "de_lowest_ev": 0.809,
  "spin_multiplicity": 1,
  "lumo_energy_ev": 0.9,
  "smiles": "[H]/N=C(\\N)CSC",
  "e_tot_ev": -17055.9213
}

Record 2
{
  "formula": "C3H6N2P",
  "method": "ωB97M-V/def2-TZVPD",
  "elements": ["C", "C", "P", "H", "N", "H", "H", "H", "N", "C", "H", "H"],
  "coordinates": [[-2.18511, -0.50938, -1.04346], [0.88177, 0.62472, 0.76676], [-0.48710, -2.67821, -2.20912], [-3.15828, -0.36261, -0.71633], [-0.92979, 0.05240, -0.88640], [-1.22752, 1.04142, 1.00359], [1.12129, 1.62141, 0.44846], [0.71802, -3.04912, -1.54625], [-0.49328, 0.28149, 0.65636], [-1.21264, -1.36795, -1.39357], [1.42554, -0.10328, 0.22405], [1.03966, 0.58728, 1.92427]],
  "lowdin_charge": [0.05, -0.12, 1.01, 0.12, 0.08, 0.18, 0.08, -0.10, -0.03, -0.50, 0.07, 0.15],
  "de_lowest_ev": 4.086,
  "spin_multiplicity": 1,
  "lumo_energy_ev": [-6.8, -6.9],
  "smiles": "[H]/P=c1/c[n+]1NC",
  "e_tot_ev": -15463.4909,
  "charge": 1
}

Record 3
{
  "formula": "C4H12",
  "method": "ωB97M-V/def2-TZVPD",
  "elements": ["H", "H", "H", "H", "C", "H", "H", "C", "H", "H", "C", "H", "H", "H", "H", "C"],
  "coordinates": [[0.35837, 1.15385, 1.72450], [1.29704, 0.53183, -2.34590], [-1.29479, -0.67351, -1.49698], [-0.24065, -1.42967, 2.82801], [0.74910, 0.14579, 1.85261], [1.53890, -0.07907, 1.06702], [0.39695, 1.64458, -1.24837], [0.45633, 0.64167, -1.64499], [-1.37959, -0.34332, 1.90237], [1.45501, 0.18398, 2.71587], [-0.39425, -0.79656, 1.93308], [-1.60527, 0.91276, -2.20864], [-0.42677, -1.55320, 1.12245], [0.75249, -0.15427, -0.88724], [-0.79572, -0.29251, -3.16624], [-0.86716, 0.10763, -2.14757]],
  "mulliken_spin": [0.00, 0.04, 0.05, 0.06, 0.10, 0.15, 0.00, 0.15, 0.00, 0.10, 0.08, 0.01, 0.06, 0.09, 0.04, 0.07],
  "de_lowest_ev": 0.451,
  "spin_multiplicity": 2,
  "s2": 0.75,
  "lumo_energy_ev": [-2.9, -11.2],
  "e_tot_ev": -4330.7814,
  "charge": 1
}

Record 4
{
  "formula": "C24H15BrN2O6ReS",
  "method": "ωB97M-V/def2-TZVPD",
  "elements": ["C", "H", "C", "H", "O", "H", "H", "H", "O", "H", "C", "C", "C", "H", "C", "H", "C", "C", "H", "H", "C", "C", "C", "O", "C", "C", "C", "C", "O", "N", "N", "H", "O", "H", "C", "Br", "C", "C", "C", "C", "S", "H", "C", "C", "C", "H", "Re", "O", "H", "C"],
  "coordinates": [[0.08777, -3.93284, 2.80177], [2.11465, 0.31674, 3.01834], [1.55839, -2.13129, 3.36612], [2.05544, 0.16182, 1.26731], [3.16141, 4.58971, -2.35777], [0.64250, 0.75557, 2.15209], [-1.84795, -6.69019, 2.41428], [1.54128, 3.88725, -0.72624], [4.30173, 2.86730, -3.30162], [-2.87641, -5.22005, 0.70313], [2.46139, 1.04656, -2.27781], [-2.64124, 1.56883, 0.46793], [-2.00972, 4.49490, -1.81422], [2.34721, -1.69387, 3.96037], [3.42862, 3.40533, -2.61089], [-0.04864, 2.24488, 0.33208], [-1.45479, -5.69531, 2.25845], [1.48147, -1.26715, -1.96761], [1.58842, -4.01792, 4.34957], [-1.31615, 4.52725, -3.84852], [0.67037, 1.94460, -0.41642], [-1.56599, -3.59465, 1.05354], [-1.64042, 2.53404, -3.14695], [-1.96878, 0.45416, 0.70083], [-1.62890, 3.91507, -3.01430], [1.55163, 0.20797, -1.68343], [-2.38139, 3.70082, -0.74237], [1.13840, -3.40555, 3.57830], [2.17208, -1.81277, -2.77762], [0.00975, -1.82919, 1.57463], [0.65609, 0.64745, -0.76862], [-1.35357, 2.06255, -4.07584], [0.56257, -1.90691, -1.22664], [3.17400, 0.67164, -2.99970], [1.47372, 0.05269, 2.18080], [-1.99482, -0.12392, -2.34890], [1.54526, 2.83731, -0.98661], [2.45612, 2.40088, -1.94348], [-0.47513, -3.11114, 1.80889], [0.97929, -1.34635, 2.34869], [-2.37563, -2.54970, -0.09475], [0.04459, -5.85257, 3.77484], [-2.36414, 2.30868, -0.82532], [-2.03537, -4.86537, 1.28427], [-0.41130, -5.23741, 3.01077], [-2.00430, 5.57084, -1.70807], [-0.75208, -0.85851, -0.17844], [-3.37632, 2.05586, 1.28583], [-2.67483, 4.13816, 0.20227], [-2.00629, 1.77380, -2.05294]],
  "mulliken_spin": [0.00, 0.00, -0.02, 0.00, 0.00, -0.01, 0.00, 0.00, 0.00, 0.00, 0.00, -0.01, 0.00, 0.00, 0.00, 0.00, -0.02, 0.00, 0.00, 0.00, 0.00, 0.00, 0.00, 0.10, 0.00, 0.03, 0.00, 0.02, 0.03, -0.02, 0.02, 0.00, 0.05, 0.00, 0.05, 0.01, -0.02, 0.02, 0.04, 0.00, 0.06, 0.00, 0.01, 0.04, 0.03, 0.00, 2.51, 0.03, 0.00, 0.00],
  "de_lowest_ev": 0.000,
  "spin_multiplicity": 4,
  "s2": 3.77,
  "lumo_energy_ev": [-1.6, -2.5],
  "e_tot_ev": -123406.1994
}

Record 5
{
  "formula": "C27H44N4O5S",
  "method": "ωB97M-V/def2-TZVPD",
  "elements": ["H", "H", "C", "C", "H", "H", "H", "O", "H", "H", "H", "H", "N", "H", "C", "C", "H", "C", "O", "H", "H", "C", "H", "H", "N", "C", "H", "H", "H", "C", "C", "S", "H", "H", "H", "N", "C", "C", "H", "C", "C", "H", "H", "O", "H", "H", "H", "C", "O", "H", "H", "C", "H", "H", "H", "H", "H", "H", "C", "H", "N", "C", "C", "C", "H", "H", "C", "H", "H", "H", "C", "C", "C", "C", "H", "H", "O", "C", "C", "C", "H"],
  "coordinates": [[-6.78759, 2.00083, 2.37114], [3.41356, 1.49779, -2.46612], [-0.00064, -5.23402, -0.34792], [-2.21279, 0.70872, 1.83712], [-0.20052, 0.99198, 2.53567], [6.35507, 0.63265, 0.26071], [-2.45350, 0.39729, -1.30375], [1.00942, 1.72222, 0.41651], [-1.99228, -0.15115, 1.20171], [2.10051, 2.25445, -1.53464], [6.53395, 4.20115, -0.93422], [-2.06426, -0.81670, 4.15132], [3.06343, 0.71078, -0.59149], [4.21856, -0.70122, 0.35678], [-6.56264, 2.93898, 0.43790], [1.55701, -0.80700, 0.94392], [7.45398, 2.92252, -0.13801], [4.35969, 0.11013, -0.35919], [0.58232, -4.79550, 0.86200], [-6.97676, 3.90486, 0.73694], [0.04809, -0.47667, -0.48973], [3.11323, 1.85654, -1.47621], [2.34201, -3.74580, 2.39735], [-2.69611, -2.70652, -1.63396], [-0.94483, -3.02117, -0.63567], [-1.93227, -2.09299, -1.14448], [-4.56374, 0.92342, 0.54389], [5.83745, 1.96426, -1.76383], [4.11864, 3.75321, -1.67050], [-4.35616, 1.78463, -0.09376], [-1.17904, 0.75877, 2.96066], [2.11794, 0.87904, 0.77659], [6.13318, 3.72176, 0.71655], [3.72363, 3.28799, -0.00572], [5.06132, 1.46274, 1.14492], [-1.88904, 0.09846, -2.10462], [-2.16120, 1.97584, 0.98451], [-2.48689, 2.85394, -1.24806], [-0.53716, 0.93758, -3.42578], [-1.45047, 1.22473, -2.89775], [5.38339, 1.11986, 0.16046], [-6.87822, 2.75008, -0.59102], [-0.42710, 2.19901, -1.27030], [-0.51558, -1.46985, -2.99945], [-8.21921, 1.89915, 1.34701], [0.76090, -5.27278, -1.14305], [-0.36576, -0.50202, 4.51260], [-1.34874, -1.12481, -2.18667], [2.86893, 1.23876, 1.94818], [-6.83240, 0.86696, 1.01834], [4.69584, -0.31918, -1.30959], [-1.10017, -0.56378, 3.71376], [-4.72765, 3.16749, 1.52911], [-4.71830, 3.90762, -0.07409], [-1.11686, 2.15036, 0.72517], [-1.43882, 1.55965, 3.65616], [-2.22008, 1.46332, -3.64280], [-2.31303, 3.83132, -0.77436], [-1.14064, -4.35401, -0.83968], [-0.80390, -1.36819, 3.04259], [-2.91053, 1.85656, -0.26432], [-1.21222, 2.43179, -1.99044], [6.46314, 3.35611, -0.25308], [-5.03773, 3.02951, 0.49177], [-3.29118, 2.97336, -1.97931], [-4.78844, 1.57811, -1.07891], [2.20072, -1.68249, 1.79545], [-2.50224, 2.83615, 1.57922], [-0.37621, -6.24275, -0.16801], [-2.38781, -1.54385, -0.31588], [1.85331, -3.02221, 1.76533], [0.14889, -2.55533, 0.09889], [4.08633, 2.91865, -0.96776], [0.86461, -3.46683, 0.89741], [2.96057, -1.31127, 2.46367], [-3.20643, 0.56631, 2.26851], [-2.12395, -4.80668, -1.38064], [-7.13247, 1.85777, 1.34922], [5.48216, 2.31732, -0.78742], [0.52743, -1.21963, 0.12133], [-0.87468, 3.27037, -2.60133]],
  "lowdin_charge": [0.07, 0.13, -0.05, -0.18, 0.08, 0.12, 0.10, -0.31, 0.09, 0.10, 0.08, 0.07, -0.23, 0.11, -0.27, -0.27, 0.08, -0.18, 0.00, 0.10, 0.11, -0.19, 0.13, 0.14, 0.04, -0.02, 0.11, 0.14, 0.12, -0.20, -0.25, 0.69, 0.08, 0.12, 0.11, 0.07, -0.18, -0.19, 0.12, -0.16, -0.15, 0.11, 0.08, 0.07, 0.07, 0.15, 0.07, -0.51, -0.27, 0.06, 0.13, -0.10, 0.11, 0.11, 0.09, 0.11, 0.12, 0.12, -0.39, 0.06, -0.21, -0.15, -0.07, -0.20, 0.12, 0.13, -0.06, 0.13, 0.14, 0.12, 0.03, -0.09, -0.14, -0.19, 0.12, 0.11, 0.09, -0.11, -0.39, 0.03, 0.12],
  "de_lowest_ev": 0.086,
  "spin_multiplicity": 1,
  "lumo_energy_ev": 0.7,
  "smiles": "CCCCN(CCCC)CCCNC(=O)CN1C(=O)COc2ccc(S(=O)(=O)N3CCC(C)CC3)cc21",
  "e_tot_ev": -55747.5112
}

Record 6
{
  "formula": "C23H17AuBrFN6O7S",
  "method": "ωB97M-V/def2-TZVPD",
  "elements": ["C", "H", "C", "O", "N", "S", "C", "H", "C", "C", "H", "F", "C", "C", "H", "C", "H", "N", "Au", "O", "H", "O", "C", "N", "C", "O", "H", "H", "C", "C", "C", "H", "H", "N", "C", "O", "O", "C", "H", "H", "C", "C", "C", "C", "C", "H", "O", "N", "C", "Br", "H", "N", "H", "H", "C", "H", "C"],
  "coordinates": [[-2.22796, 0.75718, -0.72715], [-0.67498, -0.34703, 4.85242], [-0.32214, -1.37696, 4.88823], [-0.06390, 3.07179, -1.14759], [1.51518, -2.08599, -0.04079], [1.59058, -0.58656, 2.65820], [4.37300, 0.71686, 1.81298], [3.39192, 1.60562, -2.27039], [2.81317, 2.02835, -3.07864], [2.51815, 2.54227, -5.39062], [-1.63303, -3.05033, -0.71503], [-2.58578, 2.92626, 3.48113], [1.59092, 2.62609, -2.79705], [0.27027, -2.46561, 0.11573], [0.71914, -1.39934, 5.19987], [-1.40932, -2.94087, 3.24509], [-0.11205, 3.64108, -3.58624], [-0.19311, -2.45021, 1.47731], [1.73567, 0.65289, 0.74559], [5.08948, 0.80988, 2.73625], [-1.77345, -3.89449, 1.29758], [-0.27874, 0.55983, 0.58469], [0.28004, -1.70332, 2.50099], [-0.46586, -1.99548, 3.57648], [1.29881, 3.14730, -5.12863], [-3.26247, -1.44520, 0.48216], [-2.70617, -0.02198, -1.31363], [-2.19539, 2.76284, 0.90465], [-0.58757, -2.85512, -0.90040], [-1.24924, -3.21195, 1.93617], [-2.61054, 1.89087, 1.39373], [-2.34037, 1.71900, -1.22827], [-3.79597, -1.26236, 2.86661], [-2.85010, 0.80087, 0.58636], [1.05656, 2.65389, -1.39811], [-0.09717, 0.22935, -1.63467], [-3.39289, 0.47199, 4.57197], [-0.05213, -2.89858, -2.17662], [-2.09492, -3.34040, 3.96946], [1.71685, -2.54225, -3.35398], [2.00726, -2.11162, -1.27708], [0.83823, 3.18363, -3.82312], [-2.82667, 1.86176, 2.71319], [1.27174, -2.53485, -2.37002], [-3.26530, 0.64747, 3.37969], [3.02812, -1.76309, -1.38000], [1.91762, 2.25927, -0.48879], [-3.51537, -0.37867, 2.46982], [3.28267, 1.98080, -4.38132], [3.15833, 2.48227, -7.17581], [-0.67564, -3.18581, -3.01150], [3.71575, 0.60049, 0.80805], [-0.92623, -1.93986, 5.59375], [0.72150, 3.57976, -5.93356], [-3.21298, -0.41239, 1.12452], [4.23197, 1.51647, -4.60865], [-0.73555, 0.47419, -0.63500]],
  "lowdin_charge": [-0.01, 0.09, -0.02, 0.06, 0.10, 0.77, -0.53, 0.11, -0.01, -0.69, 0.10, 0.10, -0.14, -0.28, 0.08, -0.03, 0.12, 0.05, 1.10, 0.12, 0.13, -0.19, -0.59, -0.11, -0.12, 0.07, 0.14, 0.16, 0.00, -0.02, 0.06, 0.14, 0.16, 0.01, -0.58, 0.07, 0.09, -0.04, 0.13, 0.11, -0.12, -0.01, -0.18, -0.04, -0.40, 0.12, -0.20, 0.22, -0.12, 0.72, 0.12, -0.06, 0.10, 0.10, -0.46, 0.10, -0.61],
  "de_lowest_ev": 0.609,
  "spin_multiplicity": 1,
  "lumo_energy_ev": -1.5,
  "e_tot_ev": -134689.0106
}